Run A
Formula: CH3Br2P
Source: the Open Molecules 2025 dataset
Level of theory: the ωB97M-V functional and the def2-TZVPD basis

- LUMO (spin up / spin down) (Eh) = -0.039 / -0.141

```
! wB97M-V def2-TZVPD RIJCOSX def2/J DEFGRID3
* xyz 0 1
C -0.02785 -0.21534 -0.16078
P -1.74092 -0.78574 0.24403
Br 3.93881 0.00709 0.36092
Br -2.64898 1.22757 0.43882
H 0.46948 -1.11306 -0.52447
H 0.25044 0.47423 0.61754
H -0.24097 0.40525 -0.97606
*
```

Atomic partial charges in e from the Mulliken method, atoms 1 to 5:
1. C -1.002
2. P 0.122
3. Br 0.005
4. Br -0.172
5. H 0.315


Run B
Formula: CH3Br2P
Source: the Open Molecules 2025 dataset
Level of theory: the ωB97M-V functional and the def2-TZVPD basis

- LUMO (spin up / spin down) (Eh) = -0.045 / -0.046

```
! wB97M-V def2-TZVPD RIJCOSX def2/J DEFGRID3
* xyz 0 1
C 1.36762 -0.73756 -1.10723
P -0.92429 -0.14568 0.87630
Br 2.13854 0.87383 -1.67779
Br 0.55109 -1.78568 -2.53415
H 2.11617 -1.20721 -0.58569
H -0.14266 1.01026 1.31934
H -0.09763 -1.01988 1.62429
*
```

Atomic partial charges in e from the Mulliken method, atoms 1 to 5:
1. C -0.419
2. P -0.020
3. Br -0.017
4. Br -0.037
5. H 0.384


Run C
Formula: CH3Br2P
Source: the Open Molecules 2025 dataset
Level of theory: the ωB97M-V functional and the def2-TZVPD basis

- LUMO (spin up / spin down) (Eh) = -0.012 / -0.038

```
! wB97M-V def2-TZVPD RIJCOSX def2/J DEFGRID3
* xyz 0 1
C 0.59444 0.61325 -0.46199
P -0.55590 1.62943 0.40346
Br 2.38314 1.03889 -0.13786
Br -2.47632 0.69044 -0.20631
H 0.54584 -0.25594 -1.15656
H 0.29431 -1.65819 1.39080
H -0.63026 0.90724 1.69485
*
```

Atomic partial charges in e from the Mulliken method, atoms 1 to 5:
1. C -0.320
2. P 0.037
3. Br -0.089
4. Br -0.183
5. H 0.447


Sorted by energy, starting with the most stable: run A, run B, run C.


Run A
Formula: C5H6O3
Source: the Open Molecules 2025 dataset
Level of theory: the ωB97M-V functional and the def2-TZVPD basis

- LUMO (Eh) = -0.016

```
! wB97M-V def2-TZVPD RIJCOSX def2/J DEFGRID3
* xyz 0 1
C -0.46252 0.68881 -2.35825
C -0.66410 0.91819 -0.75948
C -0.75419 0.11018 0.62730
C 0.66229 -1.03158 1.60522
C 0.51435 0.19614 -0.05914
H 0.87050 0.15048 -2.53241
H -1.11680 1.80151 -0.51348
H -0.78968 0.76616 1.64370
H 1.54667 -1.72635 1.28600
H 0.50278 -0.65921 2.52013
H 0.45061 -1.00014 -0.54000
O -1.40450 0.86878 -3.22503
O -0.65658 -1.28996 1.17069
O 1.30116 0.20699 1.13474
*
```

Atomic partial charges in e from the Mulliken method, atoms 1 to 5:
1. C -0.053
2. C -0.130
3. C -0.001
4. C -0.639
5. C -0.056


Run B
Formula: C5H6O3
Source: the Open Molecules 2025 dataset
Level of theory: the ωB97M-V functional and the def2-TZVPD basis

- structure (SMILES) = C#CCC(=O)C(O)O
- LUMO (Eh) = 0.023

```
! wB97M-V def2-TZVPD RIJCOSX def2/J DEFGRID3
* xyz 0 1
C -3.38598 -0.06609 -0.13975
C -2.24920 -0.44688 -0.12116
C -0.77479 -0.76138 -0.06486
C 0.02569 0.44302 0.25609
O -0.29337 1.57358 0.47052
C 1.57734 0.05109 0.24876
O 2.32082 1.15363 0.62093
O 1.86418 -0.37268 -1.05841
H -4.39326 0.23321 -0.14735
H -0.61368 -1.53111 0.69327
H -0.45543 -1.13729 -1.04067
H 1.78857 -0.75876 0.96989
H 1.76936 1.94654 0.50019
H 2.81974 -0.32688 -1.18745
*
```

Atomic partial charges in e from the Mulliken method, atoms 1 to 5:
1. C 0.101
2. C -0.609
3. C -0.502
4. C 0.656
5. O -0.570


Sorted by energy, starting with the most stable: run B, run A.


Run A
Formula: C5H6O3
Source: the Open Molecules 2025 dataset
Level of theory: the ωB97M-V functional and the def2-TZVPD basis

- LUMO (Eh) = 0.016

```
! wB97M-V def2-TZVPD RIJCOSX def2/J DEFGRID3
* xyz 0 1
C 1.09295 0.24998 -0.07908
C 0.01111 0.58979 -0.99329
C -0.19638 0.54954 0.84698
C -1.24577 -0.58759 0.73996
C -0.95858 -0.74997 -0.63987
H 2.93468 -0.69208 -0.00772
H 1.80345 1.11298 0.04528
H -0.14081 1.02223 -1.91514
H 0.11357 1.32551 1.64991
H -1.62876 -1.29148 1.61979
H -0.76928 -1.84088 -1.13080
O 1.95070 -0.86365 0.07019
O -0.61240 1.56632 0.00458
O -2.35449 -0.39069 -0.21080
*
```

Atomic partial charges in e from the Mulliken method, atoms 1 to 5:
1. C -0.233
2. C -0.365
3. C 0.134
4. C -0.362
5. C -0.058


Run B
Formula: C5H6O3
Source: the Open Molecules 2025 dataset
Level of theory: the ωB97M-V functional and the def2-TZVPD basis

- structure (SMILES) = O/C=C1/C[C@H]2O[C@H]2O1
- LUMO (Eh) = 0.027

```
! wB97M-V def2-TZVPD RIJCOSX def2/J DEFGRID3
* xyz 0 1
O -3.01626 -0.94370 0.38147
C -1.91504 -0.01283 0.20480
C -0.58409 -0.16428 -0.36490
C 0.62870 0.70441 0.20149
C 1.71996 -0.36273 0.17802
O 1.39504 -1.53017 0.96385
C 1.24250 -1.49306 -0.45754
O -0.03654 -1.37887 -0.95475
H -3.46878 -1.17409 -0.53304
H -2.12154 1.09841 0.43512
H 0.84484 1.62518 -0.41592
H 0.47890 1.02470 1.32890
H 2.74038 -0.15975 0.13806
H 2.06166 -1.81425 -1.10978
*
```

Atomic partial charges in e from the Mulliken method, atoms 1 to 5:
1. O -0.484
2. C -0.338
3. C 0.312
4. C -0.445
5. C -0.388


Run C
Formula: C5H6O3
Source: the Open Molecules 2025 dataset
Level of theory: the ωB97M-V functional and the def2-TZVPD basis

- structure (SMILES) = COC1=CC(=O)OC1
- LUMO (Eh) = 0.003

```
! wB97M-V def2-TZVPD RIJCOSX def2/J DEFGRID3
* xyz 0 1
C 0.37659 -1.41011 2.30267
O -0.73195 -0.91670 1.65572
C -0.45390 -0.30999 0.53360
C 0.08841 0.97220 0.28154
C 0.34946 1.13793 -1.05015
O 0.76862 2.10112 -1.68734
O -0.08060 0.00153 -1.77879
C -0.40757 -0.93547 -0.77681
H 0.95668 -0.47366 2.58903
H 0.07393 -1.74226 3.09999
H 1.09803 -2.33155 1.81717
H 0.07850 1.66097 1.17476
H -0.05409 -1.98385 -0.71382
H -1.51953 -1.34463 -1.22902
*
```

Atomic partial charges in e from the Mulliken method, atoms 1 to 5:
1. C -0.766
2. O -0.437
3. C 0.586
4. C -0.151
5. C 0.107


Sorted by energy, starting with the most stable: run C, run B, run A.


Run A
Formula: C5H10N
Source: the Open Molecules 2025 dataset
Level of theory: the ωB97M-V functional and the def2-TZVPD basis

- structure (SMILES) = C=C/C=C/[NH2+]C
- LUMO (Eh) = -0.123

```
! wB97M-V def2-TZVPD RIJCOSX def2/J DEFGRID3
* xyz 1 1
C -1.17550 0.78286 -2.84425
C -0.57450 -0.21003 -2.19777
C -0.33242 -0.22906 -0.60414
C 0.23777 0.54852 0.33018
N 0.07637 -0.07629 1.63567
C 1.30659 -0.44044 2.24053
H -1.57265 0.55590 -3.87611
H -1.35639 1.73599 -2.45543
H -0.53284 -1.19714 -2.61391
H -0.75102 -1.19080 -0.30952
H 0.63871 1.53170 0.08057
H -0.36368 0.61627 2.23316
H -0.47696 -0.84258 1.23758
H 2.05322 -0.88730 1.47078
H 1.75786 0.48773 2.61672
H 1.06542 -1.18533 3.05594
*
```

Atomic partial charges in e from the Mulliken method, atoms 1 to 5:
1. C -0.552
2. C -0.410
3. C -0.507
4. C 0.154
5. N 0.034


Run B
Formula: C5H10N
Source: the Open Molecules 2025 dataset
Level of theory: the ωB97M-V functional and the def2-TZVPD basis

- structure (SMILES) = C[N@@H+]1C=CCC1
- LUMO (Eh) = -0.119

```
! wB97M-V def2-TZVPD RIJCOSX def2/J DEFGRID3
* xyz 1 1
C -1.50552 0.70201 0.34648
N -0.16013 0.25872 0.85697
C 0.95624 1.03845 0.21642
C 1.36455 0.32557 -0.84753
C 0.67217 -1.01615 -1.02318
C -0.03675 -1.18340 0.34753
H -2.26489 0.05003 0.73099
H -1.58532 1.65465 0.88483
H -1.56241 1.02590 -0.71358
H -0.13355 0.47122 1.88979
H 1.25490 1.92328 0.56816
H 2.08491 0.82168 -1.42871
H 1.39441 -1.73487 -1.13417
H -0.26135 -1.01187 -1.72698
H -0.91848 -1.66688 0.16258
H 0.70122 -1.65834 0.87040
*
```

Atomic partial charges in e from the Mulliken method, atoms 1 to 5:
1. C -1.044
2. N -0.048
3. C -0.530
4. C -0.332
5. C -0.544


Sorted by energy, starting with the most stable: run B, run A.


Run A
Formula: C6H9Cl
Source: the Open Molecules 2025 dataset
Level of theory: the ωB97M-V functional and the def2-TZVPD basis

- structure (SMILES) = C=C(Cl)C/C=C\C
- LUMO (Eh) = 0.035

```
! wB97M-V def2-TZVPD RIJCOSX def2/J DEFGRID3
* xyz 0 1
C -2.67995 -1.60385 -0.48322
C -2.58609 -0.34181 -0.11742
Cl -3.96831 0.63112 0.19959
C -1.17562 0.41651 0.14648
C -0.02342 1.08838 -0.77310
C 1.26484 0.97994 -0.51714
C 1.93674 0.21715 0.58350
H -3.63013 -2.10165 -0.56832
H -1.80144 -2.17916 -0.71172
H -0.63663 -0.30918 0.75554
H -1.45497 1.24825 0.80222
H -0.39630 1.68745 -1.58860
H 1.94390 1.51208 -1.17124
H 2.91631 0.64675 0.78187
H 2.08817 -0.82142 0.28841
H 1.35778 0.23547 1.50358
*
```

Atomic partial charges in e from the Mulliken method, atoms 1 to 5:
1. C -0.814
2. C 0.474
3. Cl -0.196
4. C -0.860
5. C -0.227


Run B
Formula: C6H9Cl
Source: the Open Molecules 2025 dataset
Level of theory: the ωB97M-V functional and the def2-TZVPD basis

- structure (SMILES) = ClC1[C@H]2CCC[C@H]12
- LUMO (Eh) = 0.035

```
! wB97M-V def2-TZVPD RIJCOSX def2/J DEFGRID3
* xyz 0 1
Cl 2.38617 0.10575 -0.23646
C 0.92185 -0.30216 0.70621
C -0.19564 0.57441 0.49451
C -1.36722 1.32538 -0.12096
C -2.36405 0.06167 -0.13661
C -1.56767 -1.06333 -0.08522
C -0.16485 -0.76576 -0.29179
H 0.99662 -0.64487 1.64674
H -0.80767 0.19140 1.32685
H -1.31282 1.72960 -1.14169
H -1.75252 2.15169 0.49757
H -3.04941 0.12647 0.74672
H -3.00443 0.05397 -1.07180
H -1.99182 -1.88448 -0.84204
H -1.47567 -1.91679 0.82523
H 0.25829 -0.58597 -1.36453
*
```

Atomic partial charges in e from the Mulliken method, atoms 1 to 5:
1. Cl -0.242
2. C 0.236
3. C -0.234
4. C -0.609
5. C -0.471


Sorted by energy, starting with the most stable: run A, run B.


Run A
Formula: C6H9Cl
Source: the Open Molecules 2025 dataset
Level of theory: the ωB97M-V functional and the def2-TZVPD basis

- structure (SMILES) = C=CC(=C)[C@@H](C)Cl
- LUMO (Eh) = 0.033

```
! wB97M-V def2-TZVPD RIJCOSX def2/J DEFGRID3
* xyz 0 1
C -1.17326 -1.84730 0.21434
C -1.54235 -0.62239 -0.10397
C -0.61080 0.53837 -0.08371
C -1.06704 1.71347 -0.49025
C 0.87119 0.37229 0.51998
C 1.89326 -0.19995 -0.35659
Cl 1.42918 1.97430 1.10622
H -1.99563 -2.51005 0.46067
H -0.23684 -2.19512 0.63005
H -2.54602 -0.26976 -0.40705
H -0.41348 2.53249 -0.37956
H -2.02568 1.86454 -0.94685
H 0.83656 -0.27936 1.46317
H 2.37885 0.56936 -0.99357
H 1.52250 -1.04031 -0.90963
H 2.67957 -0.60058 0.27676
*
```

Atomic partial charges in e from the Mulliken method, atoms 1 to 5:
1. C -0.867
2. C -0.312
3. C 0.713
4. C -1.084
5. C 0.198


Run B
Formula: C6H9Cl
Source: the Open Molecules 2025 dataset
Level of theory: the ωB97M-V functional and the def2-TZVPD basis

- LUMO (Eh) = -0.007

```
! wB97M-V def2-TZVPD RIJCOSX def2/J DEFGRID3
* xyz 0 1
C -0.82437 -1.14878 0.48482
C 0.10453 -0.67945 -1.76171
C 0.02923 -0.33973 -0.48273
C -0.36494 -2.41538 1.14538
C -0.12817 1.92592 0.60075
C 0.79759 0.81331 0.09849
Cl 1.20929 -2.84259 0.77984
H -1.13576 -0.52389 1.32910
H -1.76494 -1.44505 0.00235
H -0.44831 -1.50928 -2.16785
H 0.71972 -0.12930 -2.45569
H -0.89247 2.13724 -0.14437
H 0.43741 2.83697 0.78065
H -0.61844 1.64325 1.53139
H 1.41853 0.45910 0.92692
H 1.46110 1.21766 -0.66734
*
```

Atomic partial charges in e from the Mulliken method, atoms 1 to 5:
1. C -0.604
2. C -1.005
3. C 0.614
4. C -0.309
5. C -1.136


Sorted by energy, starting with the most stable: run A, run B.


Run A
Formula: CHF3O
Source: the Open Molecules 2025 dataset
Level of theory: the ωB97M-V functional and the def2-TZVPD basis

- structure (SMILES) = FOC(F)F
- LUMO (Eh) = 0.033

```
! wB97M-V def2-TZVPD RIJCOSX def2/J DEFGRID3
* xyz 0 1
F -0.08339 -1.60814 1.09070
O -0.23031 -1.19920 -0.23592
C -0.02496 0.44559 -0.24415
F 1.23624 0.74800 0.04103
F -0.27994 0.92097 -1.40045
H -0.61764 0.69278 0.74878
*
```

Atomic partial charges in e from the Mulliken method, atoms 1 to 5:
1. F -0.130
2. O -0.154
3. C 0.453
4. F -0.202
5. F -0.157


Run B
Formula: CHF3O
Source: the Open Molecules 2025 dataset
Level of theory: the ωB97M-V functional and the def2-TZVPD basis

- structure (SMILES) = FOC(F)F
- LUMO (Eh) = 0.008

```
! wB97M-V def2-TZVPD RIJCOSX def2/J DEFGRID3
* xyz 0 1
F -1.00826 -0.93894 -1.33213
O -0.06162 0.05178 -1.06185
C 0.16085 0.14205 0.28175
F 1.46140 -0.06687 0.54075
F -0.11031 1.38721 0.70380
H -0.44207 -0.57523 0.86768
*
```

Atomic partial charges in e from the Mulliken method, atoms 1 to 5:
1. F -0.107
2. O -0.080
3. C 0.414
4. F -0.220
5. F -0.220


Sorted by energy, starting with the most stable: run B, run A.


Run A
Formula: C3H8N2O
Source: the Open Molecules 2025 dataset
Level of theory: the ωB97M-V functional and the def2-TZVPD basis

- structure (SMILES) = C=C[C@@H](O)NN
- LUMO (Eh) = 0.035

```
! wB97M-V def2-TZVPD RIJCOSX def2/J DEFGRID3
* xyz 0 1
C 1.82016 1.34401 0.71212
C 1.14257 0.47166 -0.03174
C -0.35579 0.25266 -0.09800
O -0.89048 0.94449 -1.24526
N -0.37222 -1.18903 -0.32110
N -1.61882 -1.84337 0.03538
H 2.87310 1.37452 1.04451
H 1.19838 2.19478 1.18962
H 1.61546 -0.10872 -0.73180
H -0.83357 0.60755 0.78246
H -0.53174 0.66423 -2.16424
H 0.31917 -1.57855 0.38335
H -2.01085 -1.70431 1.00362
H -2.35539 -1.42992 -0.55890
*
```

Atomic partial charges in e from the Mulliken method, atoms 1 to 5:
1. C -0.750
2. C -0.359
3. C 0.092
4. O -0.572
5. N -0.278


Run B
Formula: C3H8N2O
Source: the Open Molecules 2025 dataset
Level of theory: the ωB97M-V functional and the def2-TZVPD basis

- structure (SMILES) = CC(O)=C(N)N
- LUMO (Eh) = 0.032

```
! wB97M-V def2-TZVPD RIJCOSX def2/J DEFGRID3
* xyz 0 1
C 0.42895 -1.72847 -0.38572
C -0.44604 -0.52229 -0.17158
O -1.82221 -0.79127 0.00722
C 0.02243 0.69450 0.19859
N -0.85566 1.74824 0.44754
N 1.37536 0.99790 0.34860
H 0.94608 -2.01383 0.53184
H -0.19603 -2.56380 -0.69080
H 1.17782 -1.55149 -1.16224
H -1.95135 -0.37202 -0.92256
H -1.77563 1.40673 0.70121
H -0.49952 2.42989 1.10229
H 1.99018 0.32219 -0.07921
H 1.60563 1.94373 0.07482
*
```

Atomic partial charges in e from the Mulliken method, atoms 1 to 5:
1. C -1.370
2. C 0.634
3. O -0.587
4. C 0.120
5. N -0.585


Sorted by energy, starting with the most stable: run B, run A.